105
Properties=species:S:1:pos:R:3 method="wB97M-V/def2-TZVPD" gap_ha=0.319 e_tot_ha=-2881.7496 smiles="NCCCc1ccc2nccnc2c1.C[C@@H]1COC(=O)O1.C[C@@H]1COC(=O)O1.C[C@@H]1COC(=O)O1.C[C@@H]1COC(=O)O1.C[C@@H]1COC(=O)O1.C[C@@H]1COC(=O)O1" homo_energy_ev=-8.68
O -1.548 7.003 -10.612
O 2.085 -4.783 10.291
O 0.415 4.516 -3.308
O -3.637 6.637 -11.380
O -1.430 -1.240 6.635
O 2.169 -2.681 11.057
O 3.698 -3.397 9.552
O 0.006 -4.717 -2.166
O -2.418 4.922 -10.617
O -4.397 0.017 -2.334
O -2.056 -5.145 -3.000
O -0.346 4.923 -5.406
O 0.045 -0.245 8.025
O 0.779 -1.277 6.177
O -1.009 -6.666 -1.715
O -3.694 1.297 -4.052
O -0.582 2.899 -4.492
O -2.334 -0.252 -3.145
N 5.485 1.228 1.707
N -0.319 2.532 -1.266
N 4.750 2.398 4.243
C -2.389 -0.996 -1.913
C -1.586 -2.285 -2.005
C 0.351 -6.805 -1.277
C -4.342 5.439 -11.747
C 5.982 2.247 3.822
C -2.445 6.264 -10.849
C -0.771 4.035 -6.467
C 6.351 1.687 2.577
C 4.188 1.380 2.101
C -0.066 -5.569 11.147
C -5.848 5.628 -11.646
C 0.763 -5.363 -1.133
C 1.472 -0.340 8.134
C 1.053 0.474 -0.840
C 0.913 -3.233 11.476
C -3.876 -1.184 -1.752
C 2.465 2.066 3.626
C -0.313 -0.949 6.914
C 1.892 -0.530 6.706
C 1.857 1.021 1.543
C -1.383 2.911 -5.674
C 0.719 0.518 0.651
C 3.164 0.919 1.232
C -3.758 4.444 -10.775
C 1.508 1.639 2.792
C -0.116 4.156 -4.310
C 3.201 -1.284 6.530
C 1.169 -4.716 11.397
C -3.495 0.435 -3.255
C 2.746 -3.602 10.234
C 0.988 1.874 -1.492
C -1.113 -5.477 -2.359
C 3.846 1.952 3.325
C 0.442 -7.629 -0.001
C -1.719 4.732 -7.431
H -1.827 5.788 -7.188
H 7.408 1.603 2.324
H -3.760 3.427 -11.162
H 2.062 0.091 -1.042
H -2.419 3.094 -5.385
H 0.456 1.755 3.047
H -0.146 1.155 0.871
H -6.101 6.658 -11.398
H 0.905 -7.294 -2.082
H 2.177 2.519 4.575
H 1.782 2.528 -1.108
H 6.781 2.603 4.476
H 3.922 -0.667 5.994
H 0.838 -7.048 0.833
H 0.464 -0.481 1.043
H 0.126 3.704 -6.996
H 0.667 -2.902 12.483
H 0.479 -4.924 -0.174
H -6.292 4.972 -10.896
H -1.322 1.952 -6.185
H -2.709 4.272 -7.431
H 1.114 1.730 -2.573
H 3.473 0.459 0.297
H -0.204 -6.284 11.958
H -4.060 5.196 -12.775
H -1.055 -2.356 -2.951
H -0.532 -8.025 0.284
H -1.984 -0.353 -1.127
H 0.366 -0.217 -1.348
H -4.247 4.458 -9.798
H -0.975 -4.967 11.103
H -2.213 -3.164 -1.896
H 1.701 -5.072 12.283
H -4.181 -1.268 -0.710
H -1.342 4.662 -8.448
H -4.266 -2.038 -2.311
H 1.885 0.565 8.575
H 1.931 0.423 6.172
H -0.166 3.316 -0.644
H 1.829 -5.216 -1.292
H -0.846 -2.325 -1.204
H -6.326 5.387 -12.595
H -0.617 2.881 -2.164
H 3.062 -2.202 5.962
H 0.023 -6.130 10.219
H 1.116 -8.474 -0.141
H 0.138 -2.890 10.786
H 1.713 -1.193 8.772
H 3.655 -1.535 7.490

***

100
Properties=species:S:1:pos:R:3 method="wB97M-V/def2-TZVPD" gap_ha=0.247 e_tot_ha=-2397.9132 charge=+1 homo_energy_ev=-10.97
F 19.746 -13.230 13.189
F 18.703 -14.426 11.508
F 17.578 -13.932 13.295
F 18.166 -12.233 11.849
O 20.209 -13.706 7.611
O 16.629 -11.587 6.376
O 15.762 -15.858 14.403
O 18.712 -16.037 15.084
O 18.048 -16.777 10.389
N 19.739 -17.195 12.769
N 22.193 -14.346 16.468
N 15.486 -15.345 11.639
N 21.344 -9.836 14.890
C 19.901 -18.459 13.195
C 16.827 -11.344 7.545
C 22.194 -18.192 13.624
C 24.028 -14.348 14.364
C 21.069 -19.015 13.642
C 14.684 -16.224 11.001
C 20.833 -10.500 13.837
C 18.876 -14.420 16.809
C 13.595 -15.870 10.228
C 24.286 -15.067 15.528
C 22.086 -16.902 13.111
C 22.041 -13.537 15.398
C 20.839 -16.443 12.704
C 17.489 -16.261 8.118
C 15.064 -14.051 11.535
C 17.601 -10.099 7.933
C 20.601 -13.501 8.743
C 13.268 -14.541 10.084
C 16.501 -12.264 8.654
C 18.851 -18.328 8.833
C 22.921 -13.538 14.324
C 22.898 -10.362 12.648
C 19.901 -16.841 16.959
C 13.528 -16.037 14.986
C 13.955 -13.609 10.847
C 23.426 -9.717 13.750
C 23.341 -15.045 16.535
C 22.633 -9.471 14.857
C 20.567 -12.157 9.353
C 15.391 -16.283 16.785
C 21.541 -10.716 12.670
C 15.012 -16.096 15.338
C 19.086 -15.788 16.216
C 18.100 -17.088 9.208
C 21.138 -14.688 9.535
B 18.566 -13.385 12.469
Be 17.507 -16.160 12.655
H 15.858 -11.744 9.370
H 23.135 -18.644 13.908
H 20.979 -16.779 16.815
H 14.948 -17.272 11.065
H 15.026 -15.361 17.241
H 17.676 -9.542 6.996
H 13.106 -16.670 9.690
H 25.151 -15.712 15.597
H 21.123 -12.975 15.290
H 24.626 -14.450 13.468
H 22.220 -14.535 9.570
H 18.629 -13.769 15.971
H 19.744 -16.782 18.036
H 18.040 -14.364 17.509
H 12.884 -16.352 15.807
H 18.576 -10.315 8.361
H 19.848 -10.930 13.954
H 22.787 -12.960 13.421
H 16.478 -16.278 16.834
H 19.792 -14.175 17.345
H 23.027 -8.835 15.638
H 20.055 -11.381 8.789
H 19.564 -17.795 16.552
H 19.733 -18.040 8.256
H 20.715 -14.714 10.533
H 16.722 -15.629 8.565
H 17.094 -9.342 8.535
H 18.231 -15.662 7.586
H 22.978 -16.297 13.116
H 17.352 -12.550 9.276
H 20.803 -15.424 12.349
H 23.420 -10.524 11.714
H 12.401 -14.335 9.471
H 18.193 -19.027 8.317
H 21.077 -20.076 13.845
H 21.097 -11.269 11.857
H 20.942 -15.600 8.975
H 13.324 -16.519 14.035
H 19.012 -19.077 13.163
H 23.532 -15.560 17.468
H 15.720 -13.382 12.077
H 20.083 -12.244 10.327
H 24.449 -9.365 13.712
H 14.937 -17.207 17.134
H 19.272 -18.853 9.690
H 13.618 -12.588 10.942
H 15.957 -13.120 8.255
H 21.565 -11.720 9.437
H 13.316 -14.965 14.928
H 17.001 -16.880 7.363

***

127
Properties=species:S:1:pos:R:3 method="wB97M-V/def2-TZVPD" gap_ha=0.305 e_tot_ha=-5390.6166 charge=+1 homo_energy_ev=-11.65
I -0.552 -1.097 -1.822
I -0.012 0.770 -5.028
P 2.735 2.372 -2.060
F 7.785 -4.826 -3.500
F 1.990 3.666 -7.231
F -7.756 1.980 -1.783
F 6.496 -6.275 -8.570
F -5.287 -0.614 12.334
F -11.726 1.972 -0.154
F -4.857 -0.029 9.533
F -1.701 7.679 5.319
O 6.668 -2.411 -5.665
O -4.637 1.512 -3.146
O -6.510 0.344 -2.703
O 5.811 -0.925 -4.205
O -10.202 -1.100 -0.270
O 4.882 1.022 -9.288
O 3.218 2.007 -8.124
O -6.215 -4.859 13.186
O 5.100 3.153 -8.589
O 1.942 3.514 -1.461
O -4.838 -0.607 -3.882
O -3.113 0.434 6.614
O -2.633 3.437 6.176
O 2.725 2.709 -3.718
O 6.613 -2.902 -3.475
O -0.385 0.917 2.975
O -4.873 -3.949 11.622
O 4.347 2.399 -1.623
O -1.185 -0.611 7.126
O -2.286 5.665 6.139
O 9.784 -7.237 -8.817
O 1.849 1.495 0.624
O -10.136 0.801 0.931
O -2.799 -0.380 8.685
O -5.866 -2.630 13.153
O -8.939 -0.992 1.593
O 10.569 -6.492 -6.844
O 8.440 -6.057 -7.449
O -1.275 4.346 4.623
N 1.961 0.762 -1.706
N 3.685 -3.652 -0.973
C 1.889 1.062 1.995
C -3.895 0.516 8.749
C 4.443 1.969 -8.725
C -1.246 6.426 5.551
C -0.133 1.651 -3.061
C -5.703 -3.906 12.700
C 3.237 3.140 -7.281
C 7.830 -6.074 -8.728
C -10.684 1.122 -0.334
C -5.288 0.326 -3.302
C 2.662 -0.215 -2.620
C -4.831 -1.872 12.557
C 7.363 -3.648 -5.494
C 3.482 -1.416 -2.010
C -5.554 2.406 -2.519
C -4.583 -2.599 11.268
C 2.339 0.506 -0.257
C -6.501 1.464 -1.840
C -2.266 -0.224 7.444
C -1.715 1.774 -2.761
C 2.672 -2.676 -1.529
C 0.469 0.860 -1.842
C -2.116 4.392 5.691
C -9.689 -0.481 0.827
C 6.321 -1.982 -4.430
C 6.848 -4.118 -4.168
C 0.688 1.819 2.728
C 4.191 4.064 -7.976
C 8.482 -7.245 -9.397
C 0.733 0.131 5.098
C 9.685 -6.590 -7.628
C -4.339 0.603 7.321
C -0.585 0.693 4.395
C -11.151 -0.206 -0.847
C -0.983 5.697 4.268
H 1.315 1.043 5.423
H 3.458 0.528 -0.107
H 3.704 4.666 -8.747
H 4.295 -1.113 -1.285
H 0.048 5.800 3.931
H -1.948 1.821 -1.668
H 8.534 -7.133 -10.480
H -2.053 2.760 -3.194
H 4.080 -1.797 -2.889
H 5.921 -4.695 -4.221
H 4.400 -3.080 -0.502
H 4.705 1.493 -1.717
H -5.257 -2.281 10.470
H 1.995 -0.685 -3.393
H -6.187 1.153 -0.840
H 7.986 -8.191 -9.165
H 0.191 2.723 -3.154
H 4.709 4.730 -7.286
H -0.391 6.465 6.231
H -4.800 1.561 7.085
H -3.969 -1.837 13.227
H 1.920 -0.481 0.087
H -2.244 0.972 -3.323
H 2.840 1.408 2.482
H -0.010 1.349 -0.947
H -9.922 1.600 -0.952
H 3.210 -4.108 -0.185
H 3.549 2.844 -6.277
H 0.293 2.588 1.998
H -6.044 3.018 -3.281
H 2.232 -3.188 -2.433
H -12.153 -0.462 -0.496
H 1.030 2.398 3.624
H 3.560 2.354 -4.078
H 8.439 -3.462 -5.485
H -1.369 -0.096 4.481
H -11.135 -0.264 -1.935
H -1.650 6.013 3.462
H -5.043 3.064 -1.816
H 1.922 -2.496 -0.723
H 1.720 -0.035 2.144
H 1.364 -0.452 4.368
H 8.000 -5.117 -9.228
H -0.939 1.661 4.831
H -3.555 -2.497 10.922
H -5.030 -0.198 7.046
H 0.384 -0.484 5.965
H -3.566 1.466 9.177
H 7.134 -4.342 -6.299
H 3.438 0.335 -3.237

***

97
Properties=species:S:1:pos:R:3 method="wB97M-V/def2-TZVPD" gap_ha=0.221 e_tot_ha=-2962.7822 charge=-1 homo_energy_ev=-3.87
Sn -1.563 -0.207 -0.672
P 2.117 -1.197 -0.062
P 2.191 1.764 -0.407
F -0.530 -2.965 -6.356
O 2.832 -2.467 -0.704
O 1.423 1.778 0.835
O -3.576 0.397 -1.534
O 3.698 2.190 -0.127
O 0.705 -1.497 0.196
O 2.995 -0.782 1.195
O -5.273 1.851 -1.490
O 1.743 2.762 -1.557
C 4.210 -2.883 -0.691
C 0.663 2.344 -3.667
C -4.480 1.025 0.577
C -6.037 -0.923 0.277
C 2.344 0.152 -1.247
C 2.335 -0.536 2.484
C -4.450 1.126 -0.936
C 2.034 -1.856 3.170
C -3.285 -2.760 0.423
C 4.628 2.765 -1.061
C 0.065 -2.789 -4.077
C -5.310 -0.085 2.540
C -0.209 -2.271 -2.811
C -2.148 -1.175 -3.647
C -2.933 3.020 0.770
C -2.201 -1.453 2.092
C -2.795 -2.214 3.092
C -0.789 -2.472 -5.111
C -3.894 -3.525 1.412
C 5.188 -1.745 -0.961
C -5.260 0.021 1.157
C -2.433 -1.701 0.737
C -3.655 -3.251 2.753
C 4.456 4.274 -1.093
C 0.440 2.554 -2.183
C -4.603 0.787 3.357
C 3.279 0.356 3.256
C -4.643 0.655 4.859
C -1.312 -1.450 -2.554
C -1.898 -1.675 -4.921
C -3.771 1.921 1.377
C 4.526 -3.594 0.615
C -0.431 3.750 -1.870
C 6.008 2.357 -0.584
C -3.843 1.785 2.760
H 0.457 -2.545 -2.000
H 0.916 -3.434 -4.256
H 6.168 2.733 0.428
H 3.771 -4.351 0.826
H 1.406 -0.004 2.281
H 6.775 2.770 -1.241
H -4.561 -4.336 1.138
H -1.908 2.674 0.609
H 5.052 -1.336 -1.963
H -3.478 -2.994 -0.621
H 1.132 3.231 -4.100
H -0.292 2.167 -4.162
H -3.017 -0.544 -3.485
H -5.907 -0.873 2.991
H 3.476 4.535 -1.489
H -0.516 3.874 -0.790
H 1.400 -2.467 2.525
H 5.051 -0.954 -0.222
H -1.431 3.585 -2.271
H 4.544 -2.879 1.438
H -2.547 -1.452 -5.760
H -0.008 4.657 -2.308
H 3.324 0.139 -1.722
H 4.532 4.663 -0.077
H -3.291 2.478 3.391
H 3.457 1.272 2.692
H 4.230 -0.153 3.428
H -2.602 -1.988 4.135
H 1.493 -1.676 4.100
H 6.105 1.270 -0.564
H 2.956 -2.398 3.392
H -5.374 -1.368 -0.466
H -6.495 -1.721 0.863
H 2.832 0.615 4.217
H 1.308 1.483 -3.848
H 5.502 -4.077 0.541
H -4.909 1.604 5.331
H -6.818 -0.382 -0.263
H -0.032 1.669 -1.743
H -2.897 3.886 1.434
H 4.264 -3.602 -1.508
H -4.141 -3.835 3.527
H -3.666 0.357 5.247
H -3.343 3.329 -0.192
H 5.229 4.733 -1.712
H 4.440 2.346 -2.056
H 6.209 -2.119 -0.881
H 1.559 -0.012 -1.991
H -5.372 -0.096 5.167
H -1.544 -0.635 2.380